DFT (ωB97M-V/def2-TZVPD) results for a structure of composition C23H10Cl5EuNO5S.

The geometry in ORCA input format:
```
! RIJCOSX wB97M-V def2-TZVPD def2/J DEFGRID3
* xyz -2 8
Eu -0.88 0.80 -1.89
O -1.60 -3.01 0.25
C -1.21 -2.05 -0.41
O -1.85 -1.01 -0.77
C 0.25 -2.07 -0.90
C 1.04 -3.22 -0.89
C 2.31 -3.14 -1.42
C 2.77 -1.95 -1.97
C 1.92 -0.86 -1.96
N 0.70 -0.94 -1.42
C 2.25 0.49 -2.63
O 3.42 0.68 -2.98
O 1.25 1.25 -2.77
H 0.63 -4.12 -0.47
H 2.95 -4.02 -1.43
H 3.75 -1.84 -2.42
Cl -1.38 -2.44 -4.05
C -1.94 -0.97 -4.83
C -1.89 0.21 -4.11
C -2.31 1.32 -4.82
Cl -2.24 2.85 -3.95
C -2.77 1.31 -6.13
Cl -3.27 2.77 -6.93
C -2.81 0.10 -6.80
Cl -3.38 0.02 -8.43
C -2.39 -1.06 -6.15
Cl -2.44 -2.58 -6.99
C 2.12 -0.31 5.91
C 1.66 0.30 7.21
O 2.13 0.02 8.28
S 0.39 1.55 7.15
C 0.04 1.75 5.42
C 0.78 2.65 4.66
C 0.53 2.78 3.31
C -0.47 2.03 2.68
C -1.22 1.14 3.47
C -0.97 1.01 4.82
C -0.73 2.15 1.28
C -0.98 2.20 0.08
H 1.28 -0.64 5.30
H 2.77 -1.15 6.13
H 2.66 0.43 5.33
H 1.56 3.23 5.13
H 1.11 3.47 2.71
H -2.00 0.56 2.99
H -1.55 0.31 5.42
*
```

Values from the calculation:
E = -128520.199 eV
LUMO energy (alpha / beta) = 3.9 / 3.9 eV
Gap between HOMO and LUMO (alpha / beta) = 4.206 / 7.086 eV
HOMO energy (alpha / beta) = -0.32 / -3.21 eV
⟨S²⟩ = 15.760

DFT (ωB97M-V/def2-TZVPD) results for an isolated molecule of C5H7NO.

The geometry in ORCA input format:
```
! RIJCOSX wB97M-V def2-TZVPD def2/J DEFGRID3
* xyz 0 1
O 1.05 1.50 1.25
C 1.47 0.38 1.02
N 0.73 -0.76 1.08
C -0.72 -0.65 1.08
C -1.33 -0.29 -0.31
C -0.32 -0.20 -1.37
C 0.56 -0.12 -2.18
H 2.53 0.18 0.77
H 1.12 -1.57 0.62
H -0.98 0.13 1.80
H -1.14 -1.59 1.45
H -2.08 -1.03 -0.58
H -1.86 0.66 -0.24
H 1.35 -0.03 -2.89
*
```

Values from the calculation:
E = -8834.290 eV
LUMO energy = 0.9 eV
Gap between HOMO and LUMO = 10.760 eV
HOMO energy = -9.85 eV
SMILES = C#CCCNC=O

DFT (ωB97M-V/def2-TZVPD) results for a cluster of 8 separate species, C30H50N2O18 in total.

The geometry in ORCA input format:
```
! RIJCOSX wB97M-V def2-TZVPD def2/J DEFGRID3
* xyz 0 1
C -2.58 -1.39 -1.58
C -3.46 -0.91 -2.75
C -2.53 -0.97 -3.99
O -3.19 -1.81 -4.86
C -4.32 -2.29 -4.34
O -5.14 -3.01 -4.87
O -4.44 -1.87 -3.07
H -1.87 -2.06 -1.85
H -3.22 -1.95 -0.87
H -1.90 -0.62 -1.22
H -3.82 0.12 -2.58
H -1.50 -1.25 -3.73
H -2.58 0.04 -4.53
C 3.56 -3.97 3.00
C 3.67 -2.66 2.24
C 4.58 -2.71 1.08
O 3.67 -2.66 0.00
C 2.46 -2.33 0.45
O 1.56 -2.09 -0.30
O 2.36 -2.43 1.73
H 2.88 -4.63 2.51
H 3.19 -3.95 4.02
H 4.58 -4.37 2.98
H 3.98 -1.81 2.92
H 5.08 -3.68 1.01
H 5.23 -1.89 0.87
C -2.55 6.67 -1.35
C -1.77 5.38 -1.41
C -1.91 4.72 -0.08
O -2.88 3.71 -0.35
C -3.11 3.62 -1.60
O -3.83 2.80 -2.13
O -2.52 4.54 -2.27
H -2.57 7.17 -2.34
H -2.05 7.48 -0.86
H -3.57 6.49 -1.10
H -0.74 5.57 -1.71
H -2.43 5.23 0.76
H -1.01 4.26 0.26
C 3.91 1.40 -0.14
C 3.73 1.74 1.28
C 2.35 2.43 1.51
O 2.05 2.00 2.78
C 2.54 0.82 3.07
O 2.25 0.04 3.96
O 3.51 0.58 2.19
H 4.84 0.70 -0.23
H 4.10 2.22 -0.84
H 3.01 0.85 -0.54
H 4.51 2.31 1.64
H 1.56 2.25 0.83
H 2.60 3.57 1.53
C 1.42 -1.45 -5.98
O 0.51 -0.80 -5.12
C 0.91 -0.15 -4.00
O 2.29 -0.09 -3.59
O -0.05 0.43 -3.24
C 0.18 1.09 -2.02
H 2.43 -1.13 -5.90
H 1.10 -1.46 -6.95
H 1.53 -2.51 -5.82
H 0.12 0.45 -1.13
H -0.59 1.91 -1.87
H 1.16 1.53 -1.98
C -0.62 -1.60 2.69
O -1.95 -1.34 2.37
C -2.19 -0.30 1.65
O -1.25 0.62 1.20
O -3.51 -0.14 1.39
C -3.94 1.01 0.62
H 0.05 -0.73 3.05
H -0.05 -1.94 1.88
H -0.64 -2.48 3.44
H -3.12 1.33 -0.02
H -4.08 1.83 1.30
H -4.80 0.82 -0.08
C 0.49 -3.89 -2.90
C 0.61 -4.86 -1.73
C -0.37 -4.64 -0.64
C 0.08 -5.46 0.50
N 0.35 -6.09 1.38
H -0.26 -4.33 -3.55
H 1.40 -3.79 -3.51
H 0.28 -2.84 -2.51
H 1.61 -4.65 -1.30
H 0.56 -5.88 -2.05
H -1.39 -5.09 -0.97
H -0.62 -3.66 -0.15
C -0.12 1.51 6.06
C -0.78 1.78 4.65
C -0.70 3.24 4.29
C 0.52 3.91 4.76
N 1.48 4.35 5.21
H -0.61 2.06 6.83
H 0.99 1.86 5.98
H -0.26 0.44 6.27
H -1.87 1.49 4.64
H -0.28 1.21 3.78
H -1.55 3.65 4.74
H -0.74 3.40 3.20
*
```

Values from the calculation:
E = -71750.639 eV
LUMO energy = 0.0 eV
Gap between HOMO and LUMO = 10.307 eV
HOMO energy = -10.34 eV
SMILES = C[C@H]1COC(=O)O1.C[C@H]1COC(=O)O1.C[C@H]1COC(=O)O1.C[C@H]1COC(=O)O1.COC(=O)OC.COC(=O)OC.CCCC#N.CCCC#N

DFT (ωB97M-V/def2-TZVPD) results for a structure of composition C20H40CrN10O2S2.

The geometry in ORCA input format:
```
! RIJCOSX wB97M-V def2-TZVPD def2/J DEFGRID3
* xyz 3 4
Cr 11.44 12.76 14.17
N 11.78 13.05 16.22
C 13.00 13.79 16.70
C 14.29 13.17 16.17
C 14.43 13.42 14.66
N 13.48 12.54 13.88
H 10.98 13.53 16.64
H 11.78 12.15 16.70
H 12.98 13.73 17.79
H 12.93 14.82 16.33
H 14.35 12.12 16.41
H 15.11 13.68 16.69
H 15.43 13.13 14.39
H 14.19 14.44 14.34
H 13.64 11.57 14.18
H 13.69 12.66 12.88
N 7.55 12.79 6.53
C 8.43 12.64 7.55
C 9.63 13.40 7.55
C 10.54 13.24 8.57
C 10.21 12.38 9.63
C 9.03 11.67 9.66
C 8.14 11.82 8.64
S 11.36 12.01 10.86
O 11.09 10.68 11.43
O 12.70 12.30 10.39
N 11.12 13.03 12.19
C 11.36 14.35 12.22
N 11.49 15.17 11.16
C 11.80 16.41 11.45
C 12.07 16.89 12.74
C 11.91 15.99 13.78
N 11.52 14.73 13.53
H 7.87 13.25 5.70
H 6.78 12.17 6.44
H 9.82 14.07 6.74
H 11.50 13.73 8.54
H 8.82 10.93 10.43
H 7.21 11.25 8.64
H 11.84 17.09 10.60
H 12.35 17.94 12.87
H 12.10 16.30 14.79
C 13.33 9.19 13.44
N 11.99 8.64 13.27
C 11.86 7.89 12.02
C 10.95 8.97 14.04
S 10.86 10.45 15.00
N 9.96 8.09 14.19
C 8.63 8.40 14.64
C 10.17 6.64 14.04
H 14.07 8.41 13.30
H 13.46 9.60 14.43
H 13.53 9.96 12.71
H 12.31 8.48 11.24
H 10.82 7.69 11.75
H 12.39 6.92 12.02
H 8.36 9.41 14.36
H 8.61 8.36 15.73
H 7.91 7.67 14.25
H 11.20 6.36 13.85
H 9.51 6.31 13.26
H 9.84 6.22 14.99
N 6.26 15.24 14.03
C 7.01 13.95 14.35
C 8.51 14.15 14.15
N 9.28 12.90 14.35
H 5.25 15.11 14.10
H 6.49 15.54 13.06
H 6.50 16.01 14.65
H 6.59 13.17 13.71
H 6.82 13.69 15.37
H 8.86 14.89 14.85
H 8.72 14.48 13.15
H 9.10 12.26 13.60
H 9.03 12.39 15.19
*
```

Values from the calculation:
E = -90455.706 eV
LUMO energy (alpha / beta) = -8.3 / -8.0 eV
Gap between HOMO and LUMO (alpha / beta) = 6.265 / 6.572 eV
HOMO energy (alpha / beta) = -14.57 / -14.57 eV
⟨S²⟩ = 3.790

DFT (ωB97M-V/def2-TZVPD) results for a cluster of 2 separate species, C5H10N2O2 in total.

The geometry in ORCA input format:
```
! RIJCOSX wB97M-V def2-TZVPD def2/J DEFGRID3
* xyz 0 1
C 0.97 1.56 1.61
C -2.19 -0.43 0.40
C -1.10 0.08 -0.49
O 0.95 0.15 1.30
O -0.92 1.24 -0.81
H 0.09 1.77 2.22
H 1.86 1.80 2.19
H 0.91 2.18 0.71
H -1.88 -1.36 0.88
H -3.09 -0.59 -0.20
H -2.39 0.32 1.17
C 1.70 -0.41 0.25
C -0.46 -1.06 -1.42
N 2.52 -0.94 -0.59
N -0.44 -0.94 -2.70
H 2.59 -1.95 -0.41
H -0.63 0.04 -2.95
H 1.86 0.59 -0.20
H -0.36 -2.05 -0.95
*
```

Values from the calculation:
E = -12416.870 eV
LUMO energy = 0.2 eV
Gap between HOMO and LUMO = 9.497 eV
HOMO energy = -9.34 eV
SMILES = [H]/N=C\C(C)=O.[H]/N=C\OC

Table of energy above the lowest of the compared OMol25 structures with the same formula, charge and spin (kJ/mol), in record order: 0.00, 184.54, 85.51, 0.00, 637.07